# C18H28AlNO6S

A structure of composition C18H28AlNO6S (wB97M-V/def2-TZVPD, the Open Molecules 2025 dataset).

Its net charge is -2. As for the spin multiplicity: 1. Its relative energy (zero: lowest compared OMol25 entry of this formula, charge and spin) is 0.0 kcal/mol. As for the electronic energy: -1849.723328 Eh. As for the LUMO energy: 4.72 eV. As for the frontier orbital gap: 3.91 eV.

XYZ file:
```
55
Properties=species:S:1:pos:R:3:forces:R:3:mulliken_charge:R:1
Al -0.02099 -0.06450 -0.17172 0.01 0.01 -0.02 -0.4814
O -0.66435 -2.13498 2.94144 0.01 -0.01 0.01 -0.8373
C -0.64401 -1.26905 2.06707 -0.01 -0.03 -0.02 0.5676
O -0.22422 -1.55703 0.81302 0.00 -0.02 0.04 -0.4575
C -0.99671 0.14229 2.23850 -0.04 0.03 0.00 -0.0420
C -1.83199 0.64322 3.19629 0.02 0.00 -0.02 0.0623
C -2.51784 1.86595 2.94457 -0.01 0.01 0.01 -1.3558
C -2.66096 2.20791 1.57778 0.01 0.00 0.01 0.0790
C -1.80358 1.65751 0.65954 0.02 -0.02 0.00 -0.2474
N -0.60701 1.03279 1.17109 -0.01 0.00 0.05 0.0324
C -2.06631 1.46514 -0.75502 -0.06 -0.01 0.01 0.4456
O -2.90610 2.06197 -1.44166 0.02 0.00 -0.02 -0.8944
O -1.23872 0.56064 -1.33849 -0.03 0.04 0.00 -0.2272
H -2.09083 0.02605 4.05206 0.00 -0.01 0.00 0.4336
H -3.23388 2.23786 3.66951 0.00 0.00 0.00 0.2250
H -3.52295 2.77028 1.23037 0.00 0.00 0.00 0.4272
C 3.36264 0.13990 0.57707 -0.08 0.03 -0.04 -1.4424
C 2.79817 -0.52635 -0.69799 -0.01 -0.05 0.05 2.3342
C 2.78585 -2.05402 -0.56465 -0.03 -0.01 0.01 -1.8716
C 3.69948 -0.14845 -1.87621 0.01 0.03 -0.01 -2.1151
O 1.51301 -0.05873 -0.99289 0.04 0.07 -0.02 0.1048
H 4.37010 -0.25829 0.75269 -0.04 -0.05 -0.02 0.2626
H 1.66644 0.71560 1.77437 0.04 0.02 0.00 0.5869
H 3.48659 1.20395 0.34744 0.01 0.01 0.03 0.3922
H 3.78700 -2.43579 -0.34332 0.03 -0.02 0.01 0.3588
H 2.44508 -2.48745 -1.50797 0.02 0.00 -0.01 0.4475
H 2.09448 -2.38182 0.21154 0.00 0.05 0.02 0.3938
H 4.72242 -0.50788 -1.72858 0.00 0.00 0.00 0.3732
H 3.72445 0.93773 -1.98901 0.00 0.00 0.00 0.4208
H 3.30115 -0.57648 -2.79810 -0.01 0.00 0.01 0.4375
C -1.63611 1.93896 -4.40683 0.02 -0.04 0.00 -0.6932
S 0.02742 1.28059 -4.28487 -0.05 0.01 0.03 0.6163
C 0.61873 2.47213 -3.08056 0.02 -0.03 -0.03 -0.4701
O 0.71065 1.62848 -5.58140 0.03 0.01 -0.03 -0.7604
H -1.56267 2.97962 -4.72736 0.00 0.01 0.00 0.2717
H -2.13857 1.84887 -3.43735 0.00 0.01 0.00 0.2119
H -2.14835 1.35308 -5.16990 0.00 0.00 0.01 0.3111
H 0.66106 3.43926 -3.58349 0.00 0.01 0.01 0.5473
H 1.60360 2.14719 -2.75358 0.01 0.01 -0.01 -0.1095
H -0.05673 2.47910 -2.22964 -0.02 0.00 0.02 0.0916
C 2.09006 0.07497 4.25282 0.00 0.05 0.00 -1.8202
C 3.17749 0.12469 3.17640 0.00 0.05 0.04 2.2234
C 4.15334 -1.03096 3.40103 0.05 -0.04 -0.01 -1.9380
C 3.92146 1.45788 3.26437 -0.01 0.01 0.00 -1.9448
C 2.48058 -0.01546 1.81763 -0.02 -0.11 -0.12 -0.8202
H 2.52785 0.15701 5.25452 0.00 -0.02 0.00 0.4808
H 1.51604 -0.85219 4.18760 0.02 -0.03 0.01 0.3181
H 1.37338 0.88710 4.11342 0.01 0.02 0.00 0.3419
H 4.63618 -0.94601 4.38015 0.00 0.00 0.01 0.4773
H 4.94030 -1.05863 2.64151 -0.02 0.02 0.04 0.3416
H 3.62011 -1.98386 3.36469 0.00 -0.01 0.01 0.3752
H 4.39586 1.57771 4.24409 -0.01 -0.01 0.00 0.4872
H 3.22410 2.28638 3.11868 0.01 0.01 -0.01 0.3877
H 4.69875 1.53198 2.49963 0.02 0.00 0.01 0.3241
H 1.99402 -0.99433 1.81091 0.04 -0.03 -0.02 0.3364
```
Positions in Å, forces in eV/Å.

=====

# C17H19N3O2

An isolated molecule of C17H19N3O2 in a non-equilibrium geometry (wB97M-V/def2-TZVPD, the Open Molecules 2025 dataset).

Its net charge is 0. As for the spin multiplicity: 1. Its relative energy (zero: lowest compared OMol25 entry of this formula, charge and spin) is 419.5 kcal/mol. As for the electronic energy: -973.360793 Eh. As for the LUMO energy: -0.72 eV. As for the frontier orbital gap: 7.95 eV.

XYZ file:
```
41
Properties=species:S:1:pos:R:3:forces:R:3:mulliken_charge:R:1
C -3.60138 -1.19204 -0.96361 1.77 2.11 -2.79 -1.2744
C -3.09546 -1.27394 0.40217 4.85 1.06 0.27 0.8150
C -3.82361 -1.81550 1.37814 14.00 6.96 4.55 -1.3222
C -3.13196 -1.83885 2.71585 2.68 3.03 -3.25 -0.3591
C -1.85369 -1.24395 3.00525 -6.64 0.59 -10.30 -1.5238
C -0.95989 -0.87485 1.89535 -2.33 0.69 0.70 1.3676
C -1.47426 -0.85172 0.69661 -6.92 0.81 -5.77 -0.0390
O -0.98835 -0.13056 -0.56066 0.56 -2.65 2.63 -0.3103
C -0.21686 -1.08737 -1.32176 -0.10 -5.45 4.13 0.1224
C 0.00508 -0.60972 -2.62238 6.40 2.29 -2.13 -1.0051
O 0.91804 -1.50362 -3.60856 0.12 2.83 4.05 -0.6166
H 1.81113 -1.26508 -3.19362 -1.29 -0.94 -1.15 0.4871
C 0.53968 0.96240 -2.42905 7.41 -10.68 -7.32 -1.6269
N 1.75195 0.78636 -1.81383 1.22 4.77 6.03 0.5748
C 1.96041 1.72626 -0.65928 8.97 -13.79 -7.77 0.2083
C 1.45504 2.55897 0.06104 -9.55 9.30 5.49 0.4454
C 1.94688 3.13315 1.31190 0.27 0.13 -3.33 -0.3853
C 3.25913 2.64566 1.65332 -5.56 0.70 -2.63 -0.8495
C 3.73472 1.65543 0.85613 8.65 -1.73 4.70 -0.2171
C 3.34984 1.03468 -0.21554 -9.26 8.26 1.46 0.3684
N 3.66067 0.24366 -1.06448 5.90 -8.19 -5.15 -0.3714
N 2.94371 -0.11103 -2.01330 -3.30 3.27 1.02 -0.6657
H 4.84444 1.24135 1.19388 -2.52 1.11 -0.47 0.1031
H 3.74023 2.99695 2.45546 1.98 1.10 2.79 0.5897
H 1.30851 4.08048 1.47324 1.62 -1.71 1.09 0.3253
H 0.28842 2.93936 -0.32666 3.20 -0.77 1.29 -0.0170
H 0.86415 1.21325 -3.41300 -0.51 0.41 -1.58 0.4046
H -0.22048 1.43932 -2.29996 -7.99 6.28 3.72 0.8759
H -0.78325 -0.62095 -3.17796 -5.15 0.27 -3.11 0.8195
H 0.75886 -1.46812 -0.71880 -1.94 1.25 -1.38 0.1895
H -0.80913 -2.12345 -1.46913 0.93 2.08 0.69 0.2885
C 0.33673 -0.29188 2.00949 2.89 -5.45 6.47 -0.4333
H 0.56968 0.38239 1.34907 1.15 4.07 -3.28 -0.5228
H 1.09274 -1.15313 1.89871 -0.71 1.04 -0.28 0.3250
H 0.56471 -0.09298 3.11154 -0.32 0.70 -1.52 0.3593
H -1.35223 -1.60441 3.66742 5.14 -3.27 9.13 0.5488
H -3.73931 -2.12975 3.46725 -1.45 -1.39 2.71 0.4924
H -4.55242 -2.29682 1.32660 -11.89 -6.79 -1.24 0.9656
H -4.65347 -0.97659 -0.94180 -0.50 0.00 -0.25 0.5348
H -3.03900 -0.32994 -1.67013 -1.57 -2.35 2.11 0.0548
H -3.40999 -2.15343 -1.44489 -0.18 0.07 -0.31 0.2735
```
Positions in Å, forces in eV/Å.

=====

Question: Which value of LUMO energy does entry 1 give?
Answer: 4.72 eV

=====

Question: Which of these has the highest LUMO energy?
Answer: C18H28AlNO6S

=====

Question: Which of these has the highest LUMO energy?
Answer: C18H28AlNO6S